16
Properties=species:S:1:pos:R:3:forces:R:3:lowdin_charge:R:1 method="wB97M-V/def2-TZVPD" relative_energy_ev=3.2192 lumo_energy_ev=-5.46 energy_ev=-10340.9168 homo_energy_ev=-14.9 max_force_ev_per_a=4.785 gap_ev=9.5 total_charge=+1
H -2.130 1.188 -2.029 0.656 -0.326 1.486 0.16
H -1.983 -1.060 -1.426 1.075 0.715 0.174 0.15
C -0.110 -1.255 -0.313 -1.164 0.101 1.958 -0.10
H -0.288 -0.460 1.909 -0.399 0.203 -0.548 0.13
C -1.347 0.902 -1.260 -2.505 -1.409 -3.825 -0.02
H 2.725 -0.365 1.393 -2.578 0.800 -0.815 0.19
C 1.638 0.024 1.078 1.630 -0.693 0.591 -0.05
C 0.580 1.799 0.059 0.222 -0.271 -0.012 -0.19
N 1.574 1.211 0.625 1.125 0.475 0.344 0.19
C -1.133 -0.424 -1.046 -1.250 0.225 -0.309 0.00
C 0.414 -0.850 1.171 1.481 -1.230 -0.260 -0.11
C -0.498 1.850 -0.768 1.169 -1.758 1.008 -0.11
H 0.769 -1.812 1.617 -0.412 0.647 -0.410 0.13
H 0.764 -1.466 -0.951 -0.524 -0.259 0.216 0.14
H -0.750 -2.139 -0.058 1.297 0.153 -0.591 0.13
N -0.227 2.856 -0.001 0.175 2.627 0.994 0.38